Formula: C24H29NO6S
Source: the Open Molecules 2025 dataset
Level of theory: ωB97M-V with the def2-TZVPD basis set

Structure (ORCA input):
```
! wB97M-V def2-TZVPD RIJCOSX def2/J DEFGRID3
* xyz 0 1
S 2.883 -1.925 0.293
O 1.678 -1.742 -0.791
O -5.541 0.059 -0.615
O 2.311 -2.050 1.597
O 0.527 0.512 2.424
O -0.788 -1.068 1.538
O 3.764 -2.959 -0.153
N -1.242 0.244 -0.706
C -0.643 -1.849 2.719
C -1.980 2.360 -0.018
C 0.565 -2.556 -0.695
C -0.659 -2.067 -1.155
C -0.466 -4.621 -0.049
C 3.880 1.959 0.622
C -3.505 0.914 -1.477
C -1.777 -2.880 -1.039
C 4.726 2.148 -0.466
C 5.343 3.485 -0.737
C -2.076 1.347 -1.166
C 5.011 1.067 -1.297
C -1.690 -4.145 -0.486
C -4.242 0.459 -0.223
C -0.789 -0.679 -1.727
C -2.836 1.955 1.183
C 4.460 -0.177 -1.048
C 3.325 0.716 0.882
C -0.110 0.067 1.499
C -0.494 2.273 0.331
C -4.265 1.609 0.785
C -0.194 0.775 0.148
C 3.622 -0.334 0.039
C 0.664 -3.829 -0.157
H -2.836 2.768 1.913
H -6.043 -0.173 0.173
H -0.385 -5.609 0.377
H -0.908 -1.258 3.598
H 4.670 -1.032 -1.670
H -4.836 1.320 1.672
H 0.176 -0.365 -2.159
H 4.846 4.267 -0.170
H -1.534 -0.698 -2.525
H -1.650 1.805 -2.080
H -0.271 2.600 1.345
H -1.312 -2.697 2.601
H -2.389 1.079 1.654
H -4.758 2.472 0.331
H -3.700 -0.393 0.216
H 0.394 -2.179 2.805
H 0.804 0.636 -0.301
H -2.268 3.358 -0.357
H -2.574 -4.759 -0.399
H 5.291 3.726 -1.796
H 5.670 1.205 -2.142
H 0.100 2.866 -0.367
H -4.049 1.753 -1.914
H -3.512 0.103 -2.205
H 3.652 2.788 1.275
H 6.394 3.471 -0.451
H 2.667 0.559 1.722
H 1.627 -4.181 0.177
H -2.729 -2.503 -1.382
*
```

Results
E_LUMO = 0.600 eV
energy above the lowest of the compared OMol25 structures with the same formula, charge and spin = 3.7 kcal per mole
SMILES = COC(=O)[C@@H]1C[C@@H]2CC[C@@H](O)C[C@@H]2N1Cc1ccccc1OS(=O)(=O)c1ccc(C)cc1
Kohn-Sham gap = 9.121 eV
total energy = -1836.3428 Ha

Results of the Mulliken charge analysis, in e, for atoms 1 through 2: 1.450, -0.258



Formula: C26H36Cl4N4O5ReS2Si
Source: the Open Molecules 2025 dataset
Level of theory: ωB97M-V with the def2-TZVPD basis set

Structure (ORCA input):
```
! wB97M-V def2-TZVPD RIJCOSX def2/J DEFGRID3
* xyz 0 2
Re -1.910 0.713 0.704
Cl -2.886 5.778 0.714
Cl -0.701 7.334 2.318
Cl 1.641 2.692 3.692
Cl 1.480 5.786 3.876
S -0.951 -1.414 0.373
S -2.674 0.261 2.986
Si 1.208 -1.318 0.068
O -0.269 1.603 1.581
O 1.655 -2.512 -0.921
O 1.439 0.169 -0.503
O 1.962 -1.614 1.454
O -2.426 2.820 0.781
N -4.743 0.061 1.265
N -3.876 0.402 0.317
N -5.178 -0.400 3.447
N -2.067 1.012 -1.370
C -1.062 1.147 -2.224
C -2.552 1.612 -4.028
C 0.479 3.548 2.754
C 2.837 -2.894 -2.942
C 2.518 1.104 -0.455
C 3.289 -3.620 1.590
C 1.960 2.442 -0.951
C 0.878 -3.631 2.268
C 1.464 -2.927 -2.264
C -4.299 -0.068 2.487
C 2.160 -2.802 2.225
C -0.383 2.848 1.896
C -4.350 0.841 -0.832
C 0.480 -2.014 -2.989
C -5.808 1.016 -1.084
C -0.632 5.624 2.209
C 3.654 0.619 -1.355
C -3.605 1.436 -3.156
C -1.592 4.936 1.475
C 2.537 -2.336 3.633
C 3.008 1.243 0.978
C 0.370 4.927 2.882
C -1.527 3.544 1.347
C 0.923 -4.359 -2.211
C -1.252 1.449 -3.559
C -3.346 1.124 -1.817
H 0.063 -3.033 2.665
H 1.017 -4.507 2.895
H -6.129 0.417 -1.933
H 4.225 -3.066 1.610
H -4.868 -0.477 4.399
H -0.079 0.981 -1.810
H 3.178 -1.868 -3.044
H -0.405 1.552 -4.217
H 2.682 3.231 -0.762
H -4.621 1.523 -3.499
H 2.147 1.375 1.623
H 4.002 -0.352 -1.012
H 3.033 -3.832 0.556
H 3.676 2.094 1.078
H -6.354 0.707 -0.198
H 1.745 2.417 -2.018
H 2.787 -3.354 -3.924
H 1.743 -1.712 4.033
H -2.740 1.849 -5.063
H 3.420 -4.555 2.128
H 3.521 0.338 1.286
H 4.485 1.319 -1.316
H 0.874 -1.003 -3.028
H 0.612 -3.949 1.264
H 3.456 -1.755 3.611
H -6.110 -0.667 3.192
H 0.312 -2.372 -4.000
H -6.022 2.063 -1.292
H -0.467 -2.001 -2.455
H -0.042 -4.364 -1.711
H 3.316 0.531 -2.386
H 3.558 -3.435 -2.335
H 0.806 -4.757 -3.214
H 2.678 -3.194 4.286
H 1.607 -4.996 -1.655
H 1.046 2.671 -0.413
*
```

Results
E_LUMO (spin up / spin down) = -1.909 / -1.391 eV
energy above the lowest of the compared OMol25 structures with the same formula, charge and spin = 2.2 kcal per mole
Kohn-Sham gap (spin up / spin down) = 5.388 / 5.755 eV
<S²> = 0.79
total energy = -4612.7346 Ha

Results of the Mulliken charge analysis, in e, for atoms 1 through 2: 1.458, -0.209



Formula: C13H16Br3F3N3O9S
Source: the Open Molecules 2025 dataset
Level of theory: ωB97M-V with the def2-TZVPD basis set

Structure (ORCA input):
```
! wB97M-V def2-TZVPD RIJCOSX def2/J DEFGRID3
* xyz 1 1
Br 4.810 -1.683 -0.048
Br 2.761 1.098 -0.770
Br -2.739 -2.014 1.572
S 0.685 1.762 1.931
F 4.048 5.238 -1.280
F -5.253 3.670 1.641
F -1.356 -4.629 -3.749
O -2.989 -3.001 0.046
O -1.825 -3.975 -1.659
O -5.098 0.287 2.086
O -2.968 -0.127 1.362
O -3.864 1.967 1.210
O -4.026 -3.533 -1.923
O 6.251 5.136 -0.894
O 8.317 4.198 -0.646
O 6.656 3.086 -1.756
N -0.420 -1.122 -0.310
N -1.161 -1.058 2.068
N 1.034 0.077 1.627
C -5.838 1.482 2.239
C -5.211 2.382 1.230
C 5.225 4.841 -1.814
C 2.709 -2.267 2.278
C -2.948 -3.462 -1.083
C -3.535 -4.000 -3.163
C 5.280 3.356 -1.934
C 3.138 -1.306 1.019
C 7.172 4.145 -1.061
C -2.285 -4.710 -2.770
C -0.181 -0.694 1.137
C 2.240 -0.118 0.732
C -3.896 0.645 1.539
H -4.258 -4.665 -3.645
H -2.434 -5.756 -2.484
H -3.348 -3.147 -3.824
H 4.934 3.005 -2.910
H 5.407 5.375 -2.753
H 2.752 -1.730 3.335
H -1.082 -0.819 3.102
H 0.060 -2.054 -0.385
H -5.725 1.850 3.264
H -5.638 2.297 0.225
H -6.900 1.313 2.042
H 1.749 2.178 2.792
H 4.706 2.846 -1.153
H 1.604 -2.643 2.147
H 0.062 -0.491 -0.990
H 3.380 -3.230 2.379
*
```

Results
E_LUMO = -3.437 eV
Kohn-Sham gap = 7.017 eV
total energy = -9765.5639 Ha

Results of the Mulliken charge analysis, in e, for atoms 1 through 2: -0.093, 0.004



Formula: C4H11P3
Source: the Open Molecules 2025 dataset
Level of theory: ωB97M-V with the def2-TZVPD basis set

Structure (ORCA input):
```
! wB97M-V def2-TZVPD RIJCOSX def2/J DEFGRID3
* xyz 0 1
P 1.761 1.470 -1.176
P -0.280 0.505 1.053
P 0.530 3.190 -0.839
C 1.209 0.327 0.020
C -1.627 -1.758 0.144
C -1.703 -0.220 0.464
C 1.769 -1.091 0.004
H 0.911 -1.760 0.167
H -2.482 0.356 -0.075
H 2.213 -1.351 -1.031
H 0.728 3.738 -2.149
H -1.139 -2.418 0.858
H -0.261 1.788 1.545
H 0.440 -0.324 2.129
H -2.561 -2.160 0.165
H -0.678 2.701 -1.303
H 2.451 -1.182 0.931
H -1.280 -1.810 -0.906
*
```

Results
E_LUMO (spin up / spin down) = -0.376 / -0.376 eV
energy above the lowest of the compared OMol25 structures with the same formula, charge and spin = 64.6 kcal per mole
SMILES = CC=[PH2]C(C)=P#[PH2]
Kohn-Sham gap (spin up / spin down) = 6.696 / 6.695 eV
total energy = -1182.8899 Ha

Results of the Mulliken charge analysis, in e, for atoms 1 through 2: -0.051, -0.363



Formula: C11H11NO3
Source: the Open Molecules 2025 dataset
Level of theory: ωB97M-V with the def2-TZVPD basis set

Structure (ORCA input):
```
! wB97M-V def2-TZVPD RIJCOSX def2/J DEFGRID3
* xyz 0 1
O -2.004 -2.093 -0.845
O 1.179 1.813 -1.956
O -3.064 0.454 -0.874
N 0.809 1.793 0.418
C 0.137 -1.028 -0.177
C 2.909 -1.301 0.650
C 1.025 0.151 -0.081
C 2.327 -0.151 0.510
C -0.502 2.330 0.624
C 2.080 -2.487 0.416
C -1.209 -1.008 -0.584
C -1.506 1.281 0.796
C -1.700 0.445 -0.558
C 0.748 -2.342 0.140
C 1.041 1.416 -0.879
H -3.097 0.709 -1.782
H -1.158 0.560 1.556
H 0.118 -3.131 -0.210
H -2.429 1.788 1.267
H -0.343 2.953 1.533
H -0.777 2.964 -0.251
H -2.883 -1.736 -0.802
H 3.095 0.618 0.731
H 3.872 -1.407 0.943
H 2.345 -3.538 0.650
H -1.013 0.948 -1.235
*
```

Results
E_LUMO (spin up / spin down) = 0.045 / 0.045 eV
energy above the lowest of the compared OMol25 structures with the same formula, charge and spin = 122.9 kcal per mole
SMILES = O=C1N2CC[C@H](O)C(O)=C3C=CC=C[C@@]132
Kohn-Sham gap (spin up / spin down) = 7.406 / 7.406 eV
total energy = -706.0704 Ha

Results of the Mulliken charge analysis, in e, for atoms 1 through 2: -0.549, -0.538



Formula: C26H44BrN3OP2Pd
Source: the Open Molecules 2025 dataset
Level of theory: ωB97M-V with the def2-TZVPD basis set

Structure (ORCA input):
```
! wB97M-V def2-TZVPD RIJCOSX def2/J DEFGRID3
* xyz 2 3
Pd 0.490 0.522 -1.570
Br 0.605 2.334 -3.463
P 2.870 0.770 -1.807
P -0.206 -1.553 -0.915
O -0.269 0.104 2.265
N -0.411 -0.899 4.349
N -4.995 -1.392 4.567
N 0.450 1.224 4.134
C -2.298 -2.028 1.031
C 5.162 -0.360 -0.610
C -4.152 0.719 2.927
C -2.952 2.102 -0.339
C -5.520 -1.239 3.352
C -3.549 1.647 2.006
C 0.632 -2.516 0.394
C 3.097 2.260 -0.789
C -3.681 0.585 4.259
C 3.509 0.955 -3.516
C 3.714 -0.604 -1.004
C -1.974 -1.560 -0.384
C -0.094 0.133 3.487
C 1.977 -3.180 0.102
C -2.041 1.514 -2.497
C -3.128 1.595 -1.664
C 3.977 3.360 -1.365
C -0.723 2.884 -0.838
C -4.112 -0.500 5.028
C -1.821 2.902 -0.010
C -3.850 1.665 0.676
C 4.971 0.623 -3.827
C -5.135 -0.202 2.493
C -1.183 -2.216 -3.465
C -0.788 2.007 -1.979
C -0.220 -2.676 -2.370
H -4.104 1.199 -1.978
H -0.557 -0.669 5.325
H -2.069 1.087 -3.498
H -1.133 -1.132 -3.641
H 0.703 -1.825 1.250
H 3.287 1.991 -3.817
H -1.832 -2.987 1.284
H -3.381 -2.149 1.146
H 0.193 3.437 -0.646
H 2.092 2.650 -0.562
H 0.910 1.058 5.019
H -0.074 -3.313 0.673
H -2.793 2.321 2.396
H -1.792 3.436 0.942
H 0.889 1.890 3.516
H -2.966 1.291 4.681
H 2.155 -3.344 -0.967
H 2.001 -4.160 0.597
H 5.127 0.783 -4.905
H 4.064 4.158 -0.618
H 3.549 3.816 -2.266
H -2.220 -2.475 -3.221
H -4.806 1.274 0.329
H 2.814 -2.613 0.521
H 4.995 3.011 -1.581
H 5.807 -0.200 -1.478
H -0.487 -3.679 -2.001
H -0.982 -1.641 3.967
H 5.215 -0.430 -3.623
H 3.618 -1.464 -1.686
H 5.678 1.282 -3.300
H -1.964 -1.282 1.763
H 5.538 -1.247 -0.089
H -3.734 -0.660 6.047
H -2.523 -2.174 -1.113
H -2.330 -0.526 -0.503
H -0.931 -2.718 -4.406
H -6.272 -1.966 3.029
H 2.854 0.313 -4.130
H 3.500 1.898 0.165
H 0.815 -2.721 -2.740
H 5.263 0.485 0.080
H -5.572 -0.159 1.498
H 3.105 -0.824 -0.118
*
```

Results
E_LUMO (spin up / spin down) = -6.794 / -8.882 eV
energy above the lowest of the compared OMol25 structures with the same formula, charge and spin = 0.0 kcal per mole
Kohn-Sham gap (spin up / spin down) = 6.029 / 5.326 eV
<S²> = 2.07
total energy = -4640.6592 Ha

Results of the Mulliken charge analysis, in e, for atoms 1 through 2: 0.258, 0.057